Here is C29H46InN5O2SSi2Te as an isolated structure from the OMol25 dataset. Energies are from ωB97M-V/def2-TZVPD.

XYZ file:
```
87
Properties=species:S:1:pos:R:3:forces:R:3
H 1.854264 -1.746540 -4.212818 -0.01 -0.01 0.07
H 3.029447 1.155368 2.107278 0.01 -0.04 0.02
C 0.762144 1.286666 4.371203 0.04 0.07 -0.07
Si -4.638544 -1.757118 -0.160391 0.07 0.12 -0.02
C 1.107344 5.424307 1.708423 0.06 0.04 0.01
H 0.155762 -3.237688 3.285397 0.01 0.02 -0.02
H -1.121713 2.261734 4.254243 -0.01 0.00 0.01
H -2.305646 -2.481610 -4.188030 0.07 0.04 -0.04
C 0.356401 -1.494962 2.061499 0.15 0.06 -0.08
N 1.129497 -0.763364 1.241900 -0.31 0.14 0.14
H -5.340858 -3.417386 -1.827499 0.05 0.02 -0.01
N -1.381080 2.015945 1.580230 0.09 -0.21 -0.30
H -1.542487 -3.176872 -1.051050 -0.01 0.07 0.02
H 4.093577 4.049320 2.506285 -0.04 -0.01 -0.03
N 2.722045 1.091647 0.039233 0.04 0.04 0.16
C 2.112413 1.802228 -2.262135 -0.06 -0.03 -0.03
C -0.293006 2.178261 4.955802 -0.05 -0.01 -0.09
C 3.169418 -0.302397 0.014475 -0.16 0.04 -0.04
H 2.807784 6.162166 2.795724 0.00 -0.03 -0.01
H 0.127520 3.181077 5.076586 0.05 -0.05 0.04
H -3.778110 -2.746258 -2.288308 -0.05 -0.02 0.03
C 1.508461 -1.836080 -3.179292 0.05 -0.11 0.00
H 0.499996 -4.836423 -4.302997 -0.02 0.00 0.06
C 3.145659 1.813789 -1.168414 -0.10 -0.02 -0.01
H -1.140688 2.004512 -2.506862 -0.02 -0.05 0.03
N 0.826648 1.817519 -1.898459 -0.28 -0.13 0.20
C -5.405180 -0.247721 -0.944152 -0.03 -0.01 0.06
H 3.902734 -2.627621 1.272801 -0.03 0.03 0.01
H -4.782787 0.139016 -1.754062 -0.03 0.02 -0.01
H 4.307808 1.948053 1.174709 0.02 0.01 -0.04
Te -1.665933 -0.540088 -1.070186 -0.03 -0.45 0.04
C 1.521641 1.965627 -4.572288 0.02 0.01 -0.02
C -0.750992 -2.465293 -1.297799 0.10 0.01 -0.21
H 0.818465 -0.430211 5.605028 0.01 0.05 0.06
H 3.312938 2.858967 -0.903966 0.02 0.02 0.02
Si -0.100248 -2.798070 -3.063777 -0.09 0.26 -0.01
H 0.525633 6.331747 1.791144 0.01 -0.02 -0.02
H 0.828162 -5.050267 -2.581287 -0.03 0.01 -0.03
C 2.376577 5.324512 2.262762 -0.05 0.01 -0.02
H 4.236746 -0.381527 0.240398 0.04 -0.03 0.02
H 2.304766 -2.317120 -2.601105 -0.04 0.06 -0.02
H -1.348236 -0.997383 -4.247774 -0.02 0.02 -0.02
C 3.091412 4.147864 2.106466 0.09 0.06 0.05
In 0.217141 1.165926 0.374406 0.59 0.38 -0.16
H -5.538624 0.557769 -0.216938 0.00 -0.03 -0.03
C 0.120731 -4.626357 -3.298682 0.07 -0.06 0.02
H -3.886001 -3.981419 -1.014968 -0.02 0.04 -0.02
C 2.889391 -2.325495 1.506924 0.03 -0.06 0.01
H -2.396095 -2.036693 0.997081 0.04 0.02 0.01
C 1.501497 0.370829 5.304032 0.02 -0.02 -0.08
S -2.689457 2.388673 0.980561 0.04 -0.03 -0.04
C 2.373059 -1.156590 0.968556 -0.11 0.04 0.01
H 3.545681 1.855635 -3.854354 -0.04 -0.03 0.03
H -3.059823 -0.407746 1.246948 0.08 0.03 -0.01
H -0.629795 1.829617 5.929775 -0.01 0.02 0.00
H -0.380185 4.367995 0.575091 -0.03 -0.03 0.06
C 2.093163 -3.091740 2.340329 0.01 -0.05 0.03
C -2.925250 -1.210611 0.520560 -0.32 -0.04 -0.10
C 0.800825 -2.668625 2.629938 -0.01 0.01 -0.02
H -6.389185 -0.477989 -1.361961 0.07 -0.02 0.02
O -2.901044 2.141068 -0.450262 0.07 0.06 0.04
C 0.597031 4.332560 1.038067 0.10 -0.09 -0.05
H 4.096716 1.428004 -1.542710 0.02 -0.02 -0.01
H -6.616574 -2.724933 0.904596 0.05 0.02 0.06
C -5.637467 -2.400727 1.271075 -0.04 -0.04 0.01
C 0.188520 2.014466 -4.193052 0.01 0.00 -0.02
H 2.368573 -0.069444 4.814480 -0.02 0.02 0.00
H 1.348825 -0.823326 -2.792399 0.04 0.02 -0.03
C -0.114640 1.939088 -2.848452 0.01 0.10 0.04
H -0.829397 -5.155169 -3.187760 0.03 0.03 -0.01
C 2.494858 1.868356 -3.592044 0.03 0.04 -0.06
H -0.975528 -2.334123 -5.335940 0.00 -0.01 0.09
C 2.508805 3.093369 1.427336 -0.10 0.09 -0.14
C 3.227645 1.782185 1.237459 -0.12 -0.06 0.05
C -1.293191 -2.085868 -4.318678 -0.06 -0.12 0.07
H -5.808355 -1.639705 2.036150 0.01 -0.02 -0.04
C -4.371006 -3.096053 -1.437268 0.04 -0.04 0.02
H 1.800080 2.015797 -5.617432 -0.01 -0.01 0.03
H -0.636694 -1.105065 2.253905 0.03 -0.02 0.02
N 1.279545 3.187648 0.906358 -0.04 -0.09 0.20
H 2.474894 -4.010348 2.768994 0.00 0.04 -0.02
O 1.010583 1.300744 3.174086 0.06 -0.12 0.23
H -5.163653 -3.263953 1.745474 -0.02 0.04 -0.02
H 0.043544 -2.565967 -0.554926 -0.03 -0.03 0.00
H -0.602893 2.112205 -4.923367 0.01 0.01 0.03
H 1.803260 0.892304 6.213562 -0.04 -0.01 -0.01
H 3.020776 -0.694613 -0.993511 -0.01 0.02 -0.08
```
Forces are in eV/Å.

E_tot: -81413.167 eV
Lowest unoccupied orbital energy: -5.08 eV
Energy relative to the best compared isomer or geometry (same formula, charge and spin): 0.0000 eV
E_HOMO: -13.7 eV
Charge: +2
HOMO-LUMO gap: 8.58 eV

***

Here is C27H13Cl56FN4O4S2 as an isolated structure from the OMol25 dataset. Energies are from ωB97M-V/def2-TZVPD.

XYZ file:
```
107
Properties=species:S:1:pos:R:3:forces:R:3
C 0.381675 0.143185 0.103836 1.37 -0.45 0.27
Cl -4.356179 -3.194731 -11.546030 0.04 0.16 -0.05
C 1.038303 -0.384123 -9.865201 0.04 -0.05 -0.08
C -3.228712 2.722225 -0.948795 -0.01 -1.17 0.53
N 0.155532 1.149697 0.851662 -0.30 -0.45 -0.51
C 8.295220 -3.720572 -3.484991 -0.04 -0.05 -0.01
Cl 7.063160 -4.249971 -2.329203 0.20 -0.26 -0.17
C -3.187130 -0.136721 0.027094 -0.11 3.43 -0.85
H -3.677586 -3.163607 -2.577268 0.38 0.78 0.86
Cl 2.535084 0.096640 -5.634982 0.20 0.11 0.85
C -7.068048 -1.793461 -3.191889 -0.14 -0.05 0.01
Cl 1.701483 -0.427876 -8.219459 -0.40 -0.12 -0.85
H -5.307520 0.371997 0.696171 0.95 0.35 -0.52
Cl 8.554029 2.458233 3.344915 0.02 -0.17 0.00
H -2.104148 -2.386942 -2.224650 -0.87 0.43 0.26
Cl 8.099592 2.729406 -7.188728 -0.04 -0.17 0.04
Cl 8.112867 0.012136 -8.184505 -0.04 0.09 0.15
C 5.520015 -1.998683 0.330724 0.21 -0.04 0.07
C 7.798332 1.033890 -6.771417 0.05 0.03 -0.02
H 2.532034 0.088973 -0.570937 -0.78 -0.54 0.46
C -0.742695 -0.480324 -0.814169 0.43 1.77 0.14
C -3.540540 -2.489990 -0.513492 -0.41 -1.05 -0.75
Cl 1.011058 1.289849 -10.446910 0.00 -0.16 0.06
Cl 3.482399 1.365599 6.362301 0.07 -0.03 -0.38
Cl -2.322611 3.049937 2.543778 0.12 0.14 0.01
Cl 6.938942 -2.448129 1.294788 -0.25 -0.53 -0.55
H -1.517031 -0.052116 2.495997 -0.62 -0.74 0.22
Cl -10.335415 5.893938 3.415923 0.08 -0.12 0.01
Cl -5.316690 -1.184413 -13.392957 0.13 -0.04 0.13
Cl 9.741817 0.066844 2.226021 -0.11 0.04 0.10
Cl 3.330320 -0.911651 -3.042959 -0.14 0.02 -0.23
C -2.048466 1.808430 -1.117531 0.15 0.38 0.11
Cl 2.051638 -1.366301 -10.938534 -0.10 0.09 0.09
Cl 0.021686 2.341956 6.530794 -0.19 0.00 0.10
Cl -8.084838 -2.937861 -2.303191 0.15 0.14 -0.08
Cl 0.473469 3.259613 3.259953 -0.02 0.16 0.09
Cl -4.391956 -2.774839 5.615684 0.12 -0.03 0.11
Cl 1.086302 0.988690 8.838287 -0.19 0.05 0.08
Cl -0.638005 3.291599 9.185406 0.05 -0.14 -0.11
Cl 4.525046 1.657592 10.219324 0.02 -0.16 -0.02
H -0.885240 -1.567881 -0.615845 0.13 1.02 -0.09
H -0.386769 -0.307001 -1.874803 -0.56 -0.62 1.35
C -0.320120 1.853489 8.198627 0.00 -0.01 0.03
N -3.342107 -1.484982 0.528250 1.33 1.24 -0.82
C -2.306800 -1.853561 1.474194 1.00 -0.32 0.68
C 3.273577 0.058840 5.188745 0.09 -0.04 0.25
C -4.394970 0.780877 0.196681 0.87 1.08 -0.73
Cl -1.269801 5.557321 3.529013 0.07 -0.19 -0.10
Cl 4.578421 -0.757965 1.190166 0.66 -0.56 -0.16
O -5.680367 3.954901 1.230371 0.64 0.01 -2.05
Cl -1.736197 0.787542 8.236973 0.16 0.15 -0.03
Cl -10.061871 3.013101 3.512858 0.07 0.14 -0.02
F -6.132826 4.110540 -1.222853 0.46 -1.56 1.38
Cl -1.725692 -2.428610 6.697542 -0.15 -0.09 -0.02
O -4.039985 -3.523207 -0.178092 0.00 -0.07 0.31
H -3.668997 -1.375610 -2.415764 0.86 -0.60 0.18
C 1.852037 -0.444073 0.141327 -1.18 -0.06 0.04
C -3.298405 -3.212609 6.939363 0.00 -0.06 -0.01
O -1.622967 -2.818154 1.239411 -0.23 -0.13 0.02
H -1.279807 -1.624889 3.378776 -0.65 0.40 -0.71
Cl 7.590963 -2.519988 -4.582138 0.02 -0.16 0.13
Cl 4.506527 -3.430647 0.071948 0.04 0.17 0.02
Cl 4.037515 -0.849625 8.860560 0.10 -0.07 0.24
Cl 8.870000 -5.112049 -4.419657 -0.05 0.15 0.09
Cl -3.991657 -2.675054 8.479135 0.08 -0.02 -0.15
H 1.023954 1.413190 1.335797 -0.45 -0.06 -0.12
C -1.996874 -1.031705 2.760043 -0.66 0.10 -0.41
O -7.014287 2.223906 0.246962 0.86 0.64 -1.72
H 2.262794 -0.278125 1.177610 -0.88 -0.21 -1.20
C -2.018119 0.388049 -0.621670 -1.64 -0.55 0.68
Cl -0.610209 -1.032071 -9.853417 0.19 0.08 0.03
Cl 1.909649 -0.962494 5.678335 0.11 0.08 -0.09
Cl 6.109464 0.839822 -6.266243 0.13 -0.02 -0.01
Cl -8.087704 -0.757869 -4.204158 0.13 -0.08 0.12
C -4.413260 2.134193 -0.249267 0.95 -0.97 -0.88
Cl -8.640231 4.533206 1.504858 -0.45 0.16 0.35
C 1.947933 -0.494550 -4.070236 0.06 0.02 0.07
C -4.047998 -1.586177 -12.223140 0.01 0.00 -0.04
N -3.087166 3.985535 -1.448685 1.76 -2.76 0.20
H -2.942975 -0.890668 3.337138 0.76 0.19 -0.41
Cl 2.944577 0.754005 3.586126 -0.02 0.06 0.21
Cl -6.168385 -0.784527 -2.038266 -0.30 0.01 -0.12
Cl -7.840855 4.704118 4.277852 -0.13 -0.02 -0.10
C -0.911052 4.118590 2.559593 -0.14 -0.05 -0.03
H 1.844959 -1.544299 -0.055600 0.23 0.84 0.02
Cl -3.083062 -4.970466 6.969055 -0.02 0.19 0.00
Cl 4.218467 -0.781075 11.747748 0.05 0.08 -0.16
Cl 6.046597 -1.356920 -1.232917 -0.07 0.25 0.25
Cl 8.868216 0.551368 -5.444585 -0.07 0.14 -0.15
C -9.219084 4.536323 3.176217 0.07 0.02 -0.12
Cl -0.516393 4.603609 0.899944 -0.01 -0.02 0.33
Cl 4.750382 -0.919622 5.120212 -0.34 0.08 0.07
C 8.520424 0.686070 3.352688 -0.08 0.05 0.04
C -3.201765 -2.309528 -2.025918 -0.24 0.05 0.08
C 4.842630 -0.086327 10.242107 0.03 -0.02 0.02
Cl -4.048285 -0.385664 -10.916875 0.00 -0.13 -0.14
Cl 6.588680 -0.370647 10.138629 -0.17 0.03 0.00
Cl 6.917920 0.121830 2.852533 0.59 0.84 0.40
Cl 0.978995 0.771365 -3.288158 0.51 0.10 -0.50
Cl -2.472074 -1.579488 -13.035881 -0.19 0.00 0.09
N -0.985889 2.429585 -1.749244 -3.22 0.56 0.76
Cl 8.870574 0.095579 4.987755 -0.03 0.04 -0.14
S -1.545211 3.960491 -2.073369 -0.44 -0.84 0.31
Cl -5.934547 -2.686456 -4.221041 -0.14 0.10 0.04
Cl 0.943726 -1.933783 -4.322187 0.07 0.14 0.02
Cl 9.654455 -2.994533 -2.608631 -0.14 -0.04 -0.07
S -5.911003 3.136453 0.060149 -0.42 -0.58 2.92
```
Forces are in eV/Å.

E_tot: -767996.770 eV
Lowest unoccupied orbital energy: -1.76 eV
Energy relative to the best compared isomer or geometry (same formula, charge and spin): 1.6478 eV
E_HOMO: -9.7 eV
HOMO-LUMO gap: 7.92 eV

***

Here is a 17-piece molecular cluster, ClH32O20 overall from the OMol25 dataset. Energies are from ωB97M-V/def2-TZVPD.

XYZ file:
```
53
Properties=species:S:1:pos:R:3:forces:R:3
H 3.703668 0.468102 0.314865 -0.50 0.12 -0.66
O 1.547007 2.975913 0.149061 1.38 0.76 -0.64
H 1.185125 0.173468 3.521575 0.41 1.27 -0.66
O -1.030532 -3.715039 -1.593859 -0.26 1.88 -0.78
O -2.283430 1.267727 2.100278 -0.05 -1.03 -0.13
H -0.535932 -2.968107 -1.199676 -0.56 -0.40 -0.26
H -2.352849 -2.600673 0.353941 -0.30 0.29 -2.94
O -0.073925 -1.302526 -0.943910 0.11 1.22 1.07
H 1.047857 -1.778867 2.141388 -0.33 0.99 0.79
O 4.409314 0.829915 0.833700 1.14 0.53 0.87
H -2.036186 3.981554 1.559990 -0.55 0.20 0.19
H 2.824211 -2.710807 -1.248421 -0.33 -0.37 -0.64
O -0.601935 -0.556615 1.269316 1.74 0.83 -2.12
H -1.803698 -2.238524 1.632436 0.06 -0.51 0.41
O -0.315624 1.066585 -0.551381 0.49 -2.43 1.45
H 1.476501 2.172426 -1.492871 -0.32 0.23 1.27
Cl 0.171516 -0.218482 0.021072 1.09 0.39 0.47
H 2.565902 1.093662 -2.185120 0.30 0.13 -0.24
O 1.120205 -0.671910 3.923090 0.88 -0.59 0.67
O 1.641030 -0.120539 0.257830 -3.66 0.18 0.06
H -3.387559 1.028443 -1.377602 -0.01 0.71 0.30
H 0.192415 -0.772188 4.069757 -1.12 -0.38 -0.03
H 4.740205 1.625111 0.390867 -0.50 -0.52 -0.09
H -1.775629 3.927678 -1.263894 -1.13 1.03 1.26
O 1.416295 -2.539993 1.736618 -0.02 -1.94 0.11
H -1.798876 0.461469 1.808761 0.69 0.20 0.77
O -2.452239 -2.834625 1.236004 0.10 -0.27 2.79
O 3.174486 -2.212628 -0.523925 0.53 -0.76 0.78
H -0.815844 2.724877 -1.068003 -0.41 1.02 -0.50
O -3.334290 -1.757473 -1.103398 0.64 -1.02 1.80
H 0.137617 -0.701877 -2.516046 -0.13 -1.29 2.13
O -1.184011 -2.176763 3.710137 0.72 -0.01 -0.01
O -2.675761 0.881137 -1.990401 -0.04 -1.22 -1.00
O 0.247272 -0.226463 -3.303384 -0.18 0.96 -2.80
H 0.648840 2.883339 0.425482 -1.05 0.05 0.52
H -0.526688 -0.496215 -3.821838 0.32 0.34 0.06
H -0.775776 -2.613125 4.462742 0.05 -0.21 -0.04
H 3.613480 0.206997 -2.903186 -0.38 0.53 1.57
H -2.053754 1.612838 -2.085047 -0.38 0.45 0.42
H -1.343749 2.625903 1.719034 -0.46 -0.25 0.22
O 3.349859 0.534959 -1.997955 1.06 -1.24 -1.47
H -2.820699 -1.080579 -1.483818 1.23 1.52 -0.91
H 1.866001 -2.248556 0.954900 0.72 0.19 -0.66
H 3.149086 -1.305647 -0.802532 -0.04 0.95 -0.51
O -1.187291 3.371494 -1.715705 1.41 -1.75 -0.82
O -1.201003 3.546316 1.451269 1.12 0.50 -0.52
H -4.117318 -1.777741 -1.588029 -1.97 -0.20 -1.23
H 1.550279 3.777504 -0.402904 -0.07 -0.26 0.43
O 1.379424 2.122420 -2.435608 0.37 0.44 -1.41
H -2.018656 -1.856483 4.015659 -0.98 0.19 0.29
H -2.878387 1.220258 1.358034 -1.03 0.64 -0.39
H -0.629844 -4.438829 -1.182039 0.77 -1.96 0.98
H 0.853889 1.341178 -2.637253 -0.58 -0.14 -0.24
```
Forces are in eV/Å.

E_tot: -53987.482 eV
Lowest unoccupied orbital energy: 2.25 eV
Energy relative to the best compared isomer or geometry (same formula, charge and spin): 1.1486 eV
E_HOMO: -7.0 eV
Charge: -1
HOMO-LUMO gap: 9.24 eV

***

Here is a 2-piece molecular cluster, C3H9NO3P overall from the OMol25 dataset. Energies are from ωB97M-V/def2-TZVPD.

XYZ file:
```
17
Properties=species:S:1:pos:R:3:forces:R:3
H -1.645379 2.313128 -2.852943 -1.50 -0.30 -0.94
O 1.103921 0.818457 -1.660628 -1.39 0.13 0.53
H -0.870607 -0.961190 1.125608 0.29 0.56 0.53
H 1.095198 -1.988854 0.405391 -1.03 -0.51 -1.51
H 1.289746 0.004263 2.652266 -0.08 -0.16 0.54
O -0.822227 2.418222 -2.431225 2.27 -0.40 1.33
H 2.513373 -1.627905 1.061645 1.80 -0.12 0.48
N -0.483214 -0.209996 1.734148 -1.77 -0.18 -1.05
H -2.226948 1.621096 -0.300682 1.14 -0.29 0.02
H 1.398336 0.558494 1.123007 -0.57 -0.61 -0.76
H -2.084569 -0.154840 -0.503190 0.80 0.76 0.19
C -1.500032 0.805073 -0.514046 -1.76 -1.34 0.63
C 1.502991 -1.705713 1.327998 -1.23 3.17 -0.80
C 0.907136 -0.276647 1.665108 2.37 -0.68 0.69
P -0.380204 0.849346 -1.904063 0.29 0.78 -2.62
H 1.204172 -2.409099 2.033618 0.01 -1.21 1.48
O -1.001695 -0.053836 -2.962011 0.37 0.40 1.28
```
Forces are in eV/Å.

E_tot: -20178.423 eV
Lowest unoccupied orbital energy (alpha / beta): 3.26 / 3.74 eV
Energy relative to the best compared isomer or geometry (same formula, charge and spin): 4.0327 eV
E_HOMO (alpha / beta): -4.6 / -5.2 eV
Charge: -1
HOMO-LUMO gap (alpha / beta): 7.81 / 8.91 eV